1.
The following is a quantum chemistry calculation of 2 unconnected molecules or ions with the total composition C4H11N3O in a non-equilibrium geometry, from the Open Molecules 2025 dataset.

XYZ file:
```
19
Properties=species:S:1:pos:R:3
N 2.8865 0.6826 0.1051
C 1.9748 -0.3607 0.5373
N 2.0704 -1.5544 -0.2689
N 0.5716 0.0770 0.5565
C -0.0311 0.4937 -0.4574
O -0.2260 0.7526 -1.5858
H 2.6603 0.9920 -0.8352
H 2.8513 1.4861 0.7221
H 2.2226 -0.6168 1.5699
H 1.8332 -1.3526 -1.2350
H 3.0194 -1.9102 -0.2446
C -2.0817 0.6238 0.5545
C -2.8724 -0.2698 -0.3883
H -1.0307 0.2064 1.0122
H -2.1328 1.6756 0.2786
H -2.4980 0.5647 1.5711
H -3.9220 0.0238 -0.4208
H -2.8197 -1.3118 -0.0724
H -2.4756 -0.2018 -1.3990
```

Values from the calculation:
SMILES: NC(N)N=C=O.CC
Charge: 0
E (a.u.): -398.445416
E_LUMO (eV): 0.87
Frontier orbital gap (eV): 10.15

natural (NBO) charges, unit e, in atom order: N -0.84; C 0.27; N -0.83; N -0.67; C 0.91; O -0.51; H 0.35; H 0.37; H 0.18; H 0.35; H 0.37; C -0.73; C -0.61; H 0.33; H 0.22; H 0.23; H 0.21; H 0.21; H 0.21



2.
The following is a quantum chemistry calculation of C4H11N3O in the gas phase in a non-equilibrium geometry, from the Open Molecules 2025 dataset.

XYZ file:
```
19
Properties=species:S:1:pos:R:3
C -1.2334 -1.5027 -0.4003
C -0.5047 -0.2200 -0.1073
C -1.0779 0.9256 0.2693
N -0.5249 2.1625 0.4265
O -2.4964 0.9141 0.4198
N 0.9532 -0.2505 -0.2424
C 1.8355 -0.0807 0.9129
N 1.5365 -0.7611 -1.4124
H -2.2653 -1.4866 -0.0376
H -0.7302 -2.3399 0.0953
H -1.2526 -1.6978 -1.4771
H -0.5976 2.4705 1.3921
H 0.4237 2.1653 0.0504
H -2.7351 1.8331 0.2105
H 2.5031 0.7741 0.7569
H 1.2656 0.0906 1.8319
H 2.4439 -0.9799 1.0621
H 1.1547 -0.2688 -2.2248
H 1.3017 -1.7477 -1.5258
```

Values from the calculation:
SMILES: C/C(=C(/N)O)N(C)N
Charge: 0
E (a.u.): -398.449668
E_LUMO (eV): 0.78
Frontier orbital gap (eV): 8.15

natural (NBO) charges, unit e, in atom order: C -0.65; C 0.02; C 0.42; N -0.86; O -0.71; N -0.34; C -0.40; N -0.64; H 0.24; H 0.21; H 0.21; H 0.38; H 0.40; H 0.48; H 0.18; H 0.20; H 0.19; H 0.35; H 0.33



3.
The following is a quantum chemistry calculation of C4H11N3O in the gas phase in a non-equilibrium geometry, from the Open Molecules 2025 dataset.

XYZ file:
```
19
Properties=species:S:1:pos:R:3
C 2.4238 0.5247 -0.3311
C 0.9488 0.4358 0.0018
N 0.0565 0.5391 -0.8909
C -1.4478 0.0852 -0.3070
C -2.0790 -0.5683 -1.5191
O -2.0848 1.2702 0.0491
N 0.6122 0.1045 1.3561
N 1.3208 -0.9402 2.0077
H 2.5540 0.6778 -1.4045
H 2.8650 1.3685 0.2082
H 2.9552 -0.3831 -0.0350
H -1.5658 -0.6046 0.5320
H -2.0291 0.0870 -2.3916
H -3.1317 -0.7970 -1.3145
H -1.5609 -1.5030 -1.7513
H -1.7781 1.9071 -0.6221
H -0.1918 0.5785 1.7639
H 1.0092 -1.8406 1.6400
H 1.1234 -0.9417 3.0084
```

Values from the calculation:
SMILES: C/C(=N/[C@H](C)O)NN
Charge: 0
E (a.u.): -398.438759
E_LUMO (eV): 0.86
Frontier orbital gap (eV): 9.27

natural (NBO) charges, unit e, in atom order: C -0.67; C 0.43; N -0.51; C 0.23; C -0.64; O -0.73; N -0.53; N -0.65; H 0.23; H 0.23; H 0.24; H 0.17; H 0.21; H 0.21; H 0.21; H 0.48; H 0.39; H 0.34; H 0.36



4.
The following is a quantum chemistry calculation of 2 unconnected molecules or ions with the total composition C4H11N3O in a non-equilibrium geometry, from the Open Molecules 2025 dataset.

XYZ file:
```
19
Properties=species:S:1:pos:R:3
N 0.9169 1.0405 -2.6429
C -0.1810 0.3102 -2.0453
N -1.4569 0.9435 -2.2306
N -0.0106 0.1241 -0.5978
C 0.7323 -0.7036 -0.0519
O 1.3914 -1.6452 0.1545
H 1.7843 0.5193 -2.5845
H 1.0489 1.9338 -2.1783
H -0.2157 -0.6705 -2.5384
H -1.6114 1.1202 -3.2159
H -1.4893 1.8269 -1.7323
C 0.1885 0.0223 2.1963
C -0.3643 -1.2989 2.7075
H -0.2208 0.4186 1.1480
H 1.2593 0.1135 2.3686
H -0.2696 0.8611 2.7378
H -1.4412 -1.3572 2.5544
H 0.0971 -2.1304 2.1799
H -0.1579 -1.4285 3.7706
```

Values from the calculation:
SMILES: NC(N)N=C=O.CC
Charge: 0
E (a.u.): -398.466914
E_LUMO (eV): 0.85
Frontier orbital gap (eV): 10.37

natural (NBO) charges, unit e, in atom order: N -0.84; C 0.27; N -0.82; N -0.66; C 0.92; O -0.50; H 0.36; H 0.36; H 0.17; H 0.37; H 0.36; C -0.70; C -0.61; H 0.28; H 0.21; H 0.22; H 0.21; H 0.21; H 0.21